A | This record from the Open Molecules 2025 dataset describes C7H10N2 as an isolated structure. The level of theory is ωB97M-V/def2-TZVPD.

## Properties
LUMO level ... -1.3 eV
Orbital gap ... 6.7 eV
Charge ... 0

The geometry in XYZ format:
```
19
C7H10N2 | the Open Molecules 2025 dataset | ωB97M-V/def2-TZVPD
N 1.207 0.559 1.675
N -0.089 -2.496 1.227
C -1.192 1.784 0.517
C -1.910 -1.231 -1.288
C -0.489 0.816 -0.414
C -1.133 -0.350 -0.737
C 0.205 -1.458 0.806
C 0.973 -0.129 0.594
C 2.042 -0.415 -0.462
H -2.692 -0.915 -1.973
H -1.776 1.246 1.261
H 0.066 1.299 -1.215
H 1.973 0.203 2.244
H -0.452 2.370 1.061
H 2.732 -1.173 -0.092
H 2.585 0.506 -0.670
H -1.798 -2.292 -1.110
H 1.579 -0.789 -1.376
H -1.832 2.465 -0.047
```

---

B | This record from the Open Molecules 2025 dataset describes one molecule with the formula C7H10N2. The level of theory is ωB97M-V/def2-TZVPD.

## Properties
LUMO level ... 0.9 eV
SMILES ... C#C/C(CC=C)=N/NC
Orbital gap ... 9.7 eV
Charge ... 0

The geometry in XYZ format:
```
19
C7H10N2 | the Open Molecules 2025 dataset | ωB97M-V/def2-TZVPD
N 1.449 0.559 -0.126
N 1.152 1.238 -1.366
C -1.854 0.517 1.852
C -0.857 -0.312 -0.196
C -1.971 -0.197 0.760
C 0.843 -0.933 1.544
C 1.028 -1.632 2.521
C 1.190 0.347 -2.493
C 0.512 -0.120 0.347
H 0.975 1.025 -3.411
H 2.177 -0.165 -2.661
H 1.415 -2.203 3.366
H -2.680 0.794 2.555
H 1.916 1.865 -1.468
H -0.974 1.061 2.179
H -1.008 0.472 -0.945
H -0.779 -1.268 -0.669
H 0.438 -0.519 -2.338
H -2.972 -0.529 0.548
```

---

C | This record from the Open Molecules 2025 dataset describes one molecule with the formula C7H10N2. The level of theory is ωB97M-V/def2-TZVPD.

## Properties
LUMO level ... 0.9 eV
SMILES ... C=CC(=C)N[C@]1(C)C=N1
Orbital gap ... 9.0 eV
Charge ... 0

The geometry in XYZ format:
```
19
C7H10N2 | the Open Molecules 2025 dataset | ωB97M-V/def2-TZVPD
N -1.247 -0.160 -1.788
N -0.330 0.405 0.452
C -0.832 -1.291 -1.387
C 2.103 0.552 0.600
C -2.578 -0.564 0.397
C -1.276 -0.323 -0.326
C 0.859 0.897 -0.093
C 2.270 -0.498 1.397
C 0.868 1.673 -1.185
H 1.798 2.065 -1.564
H -0.029 1.909 -1.723
H 1.490 -1.219 1.593
H 2.932 1.233 0.419
H 3.214 -0.698 1.871
H -3.402 -0.691 -0.303
H -2.539 -1.451 1.022
H -0.200 -0.012 1.368
H -0.269 -2.101 -1.788
H -2.832 0.275 1.040
```

---

Relative energies, unit kcal/mol: A 66.9; B 30.2; C 0.0

---

A | This record from the Open Molecules 2025 dataset describes a 8-piece molecular cluster, C8H32O8 overall. The level of theory is ωB97M-V/def2-TZVPD.

## Properties
LUMO level ... 0.7 eV
SMILES ... CO.CO.CO.CO.CO.CO.CO.CO
Orbital gap ... 10.5 eV
Charge ... 0

The geometry in XYZ format:
```
48
C8H32O8 | the Open Molecules 2025 dataset | ωB97M-V/def2-TZVPD
O 10.161 5.052 6.327
O 4.643 9.733 9.258
O 10.082 10.018 9.088
O 8.652 9.414 6.953
O 6.100 10.427 11.397
O 8.497 8.734 10.573
O 6.497 9.127 5.497
O 5.188 10.831 6.892
C 5.536 8.163 5.203
C 9.571 8.049 11.160
C 4.908 12.033 6.224
C 5.739 10.458 12.794
C 9.375 5.523 7.405
C 10.035 11.341 8.688
C 9.437 9.017 5.838
C 4.805 8.447 8.593
H 7.045 10.233 11.358
H 3.974 12.518 6.669
H 10.415 8.893 6.304
H 10.505 11.970 9.492
H 9.320 4.721 8.175
H 9.623 4.450 5.807
H 6.013 7.410 4.560
H 9.027 8.096 5.422
H 6.269 9.673 13.343
H 9.592 9.851 5.105
H 4.741 11.886 5.143
H 5.868 8.343 8.374
H 9.304 6.992 11.060
H 9.968 6.322 7.860
H 6.041 9.854 5.961
H 5.229 7.695 6.152
H 9.593 8.149 12.237
H 10.509 8.307 10.662
H 10.592 11.453 7.747
H 6.031 11.358 13.325
H 9.706 9.541 8.294
H 4.617 10.391 12.822
H 7.681 9.323 6.756
H 5.169 9.773 10.110
H 4.657 8.575 4.681
H 8.336 5.862 7.158
H 8.968 9.369 10.063
H 4.893 10.746 7.845
H 9.013 11.725 8.534
H 4.227 8.434 7.688
H 5.761 12.707 6.352
H 4.523 7.611 9.253
```

---

B | This record from the Open Molecules 2025 dataset describes a 8-piece molecular cluster, C8H32O8 overall. The level of theory is ωB97M-V/def2-TZVPD.

## Properties
LUMO level ... 0.4 eV
SMILES ... CO.CO.CO.CO.CO.CO.CO.CO
Orbital gap ... 10.4 eV
Charge ... 0

The geometry in XYZ format:
```
48
C8H32O8 | the Open Molecules 2025 dataset | ωB97M-V/def2-TZVPD
O 0.657 -1.313 -3.409
O 3.380 1.006 3.768
O 1.427 -4.946 1.068
O 0.144 2.008 -2.224
O -3.919 1.775 4.278
O 0.202 -0.338 -0.801
O 1.660 5.016 0.041
O -4.703 -0.351 -1.263
C 2.083 3.644 0.020
C 3.451 -0.213 3.178
C -0.822 1.599 -3.185
C -3.336 -0.421 -1.682
C -2.742 1.515 3.458
C 0.480 -4.581 0.092
C 0.048 -0.439 0.588
C 1.085 -2.536 -2.772
H 0.105 0.598 -0.990
H 0.313 -2.911 -2.100
H 0.558 -3.509 -0.088
H 2.044 -2.351 -2.288
H -0.766 2.116 -4.143
H 0.614 -5.096 -0.859
H -2.708 0.536 2.980
H -3.117 0.191 -2.557
H -5.387 -0.394 -1.936
H 2.087 -5.461 0.598
H 4.331 -0.661 3.640
H 2.464 1.292 3.779
H -2.674 -0.078 -0.886
H -1.811 1.753 3.972
H 2.451 3.395 1.015
H 1.214 -3.261 -3.575
H -0.925 0.516 -3.250
H 2.917 3.651 -0.682
H -3.090 -1.393 -2.109
H 0.764 2.593 -2.665
H 1.237 3.006 -0.234
H 0.067 -1.500 0.834
H -1.740 2.026 -2.781
H 2.571 -0.810 3.418
H 3.538 -0.111 2.097
H -3.673 2.040 5.167
H 2.395 5.580 0.293
H -0.535 -4.752 0.450
H 0.906 0.102 0.986
H -2.798 2.204 2.615
H 0.496 -0.659 -2.724
H -0.943 -0.081 0.870
```

---

Relative energies, unit kcal/mol: A 0.0; B 33.8

---

A | This record from the Open Molecules 2025 dataset describes C6H12NO as an isolated structure. The level of theory is ωB97M-V/def2-TZVPD.

## Properties
LUMO level ... 2.0 eV
Orbital gap ... 3.9 eV
Charge ... -1

The geometry in XYZ format:
```
20
C6H12NO | the Open Molecules 2025 dataset | ωB97M-V/def2-TZVPD
O -1.892 -3.213 -1.633
N -0.266 1.605 1.986
C -0.725 2.081 3.087
C 0.615 -2.003 -0.887
C 0.366 -2.629 -2.252
C 1.090 3.795 1.936
C -1.167 -2.558 -2.551
C 0.213 2.886 1.485
H 0.964 -2.164 -3.048
H -1.420 -1.456 -2.600
H 0.669 -0.913 -0.978
H 1.380 3.897 2.971
H 1.596 4.433 1.231
H -1.795 2.009 3.337
H 0.576 -3.703 -2.245
H -0.168 -2.308 -0.200
H 1.589 -2.306 -0.478
H -0.053 2.344 3.916
H -1.301 -2.903 -3.614
H -0.271 3.104 0.536
```

---

B | This record from the Open Molecules 2025 dataset describes C6H12NO as an isolated structure. The level of theory is ωB97M-V/def2-TZVPD.

## Properties
LUMO level ... 4.2 eV
Orbital gap ... 6.5 eV
Charge ... -1

The geometry in XYZ format:
```
20
C6H12NO | the Open Molecules 2025 dataset | ωB97M-V/def2-TZVPD
O 1.305 -0.001 1.602
N 1.845 0.147 -0.667
C 2.339 0.113 0.725
C -2.705 -1.694 0.381
C -0.821 -0.051 0.498
C -0.518 0.841 -0.637
C 0.967 1.271 -0.853
C -1.446 -1.337 0.099
H 1.186 1.804 -1.829
H -3.404 -1.142 1.011
H 0.329 -0.186 0.949
H -0.815 0.514 -1.619
H -1.161 1.745 -0.594
H -1.284 0.401 1.401
H -3.317 -2.468 -0.071
H 1.312 -0.678 -0.925
H 3.031 -0.733 0.634
H 2.830 1.077 0.874
H -0.901 -1.794 -0.721
H 1.227 2.171 -0.260
```

---

Relative energies, unit kcal/mol: A 54.8; B 0.0